(1)
Computed, not measured: a cluster of 3 separate species, C2H12N2O2 in total, with ωB97M-V/def2-TZVPD.

The HOMO-LUMO gap comes out at 9.67 eV. The max |F| is 1.808 eV/A. For the HOMO energy, the calculation gives -8.84 eV. The spin multiplicity is 1. Its energy above the lowest of the compared OMol25 structures with the same formula, charge and spin is 20.84 kcal/mol.

Geometry as XYZ:
```
18
C2H12N2O2, DFT ωB97M-V/def2-TZVPD
N -0.314 -1.739 -1.633
C 0.822 -1.736 -0.712
C 1.459 -0.355 -0.643
N 0.569 0.583 0.053
H -0.284 -1.082 -2.399
H -0.492 -2.640 -2.042
H 1.591 -2.447 -1.021
H 0.415 -2.041 0.251
H 2.438 -0.400 -0.199
H 1.566 -0.037 -1.680
H 0.919 0.611 1.005
H 0.648 1.514 -0.273
O -2.759 2.234 -0.671
H -2.768 1.901 -1.579
H -1.909 2.007 -0.360
O -0.581 1.198 3.593
H -0.295 1.894 4.182
H -1.026 0.536 4.127
```

=====

(2)
Computed, not measured: the molecule C5H4N2O4, with ωB97M-V/def2-TZVPD.

The HOMO-LUMO gap comes out at 8.34 eV. The max |F| is 4.965 eV/A. For the HOMO energy, the calculation gives -8.97 eV. The spin multiplicity is 1. Its energy above the lowest of the compared OMol25 structures with the same formula, charge and spin is 143.64 kcal/mol.

Geometry as XYZ:
```
15
C5H4N2O4, DFT ωB97M-V/def2-TZVPD
O -1.405 1.502 -0.289
C -1.776 0.458 0.096
O -0.964 -0.553 0.676
N 0.400 -0.461 0.357
C 1.201 0.318 1.125
C 2.403 0.485 0.365
C 2.140 -0.023 -0.913
C 0.942 -0.600 -0.890
N -3.156 -0.207 0.042
O -3.556 -0.379 -1.071
O -3.613 -0.605 1.061
H 0.832 0.345 2.144
H 3.491 0.794 0.665
H 2.824 0.023 -1.748
H 0.237 -1.099 -1.621
```

=====

(3)
Computed, not measured: a structure of composition C38H107BrInNO17P, with ωB97M-V/def2-TZVPD.

The HOMO-LUMO gap comes out at 5.69 eV. The max |F| is 1.055 eV/A. For the HOMO energy, the calculation gives -3.77 eV. The spin multiplicity is 1. The charge is -1.

Geometry as XYZ:
```
166
C38H107BrInNO17P, DFT ωB97M-V/def2-TZVPD
C -6.004 4.132 1.917
C -5.792 4.264 0.429
O -6.653 3.958 -0.376
O -4.582 4.671 -0.002
C -3.791 5.557 0.819
C -2.348 5.596 0.280
C -1.284 5.042 1.259
C -0.528 3.803 0.725
C 0.831 4.110 0.077
In 1.952 2.244 -0.334
C 2.408 1.888 -2.505
C 1.508 0.846 -3.139
C 1.685 -0.571 -2.555
Br -0.391 1.390 -2.979
P 4.137 2.167 1.005
N 3.600 1.306 2.416
O 5.144 1.046 0.164
H -5.956 5.121 2.389
H -6.963 3.656 2.114
H -5.187 3.544 2.352
H -4.219 6.566 0.781
H -3.758 5.220 1.857
H -2.328 4.970 -0.620
H -2.104 6.625 -0.004
H -0.537 5.816 1.467
H -1.746 4.791 2.224
H -0.381 3.077 1.534
H -1.142 3.302 -0.038
H 0.700 4.637 -0.879
H 1.435 4.758 0.727
H 0.948 0.882 0.247
H 3.430 1.497 -2.610
H 2.333 2.814 -3.088
H 1.662 0.795 -4.223
H 2.530 -0.575 -1.859
H 0.799 -0.905 -2.013
H 1.861 -1.303 -3.351
H 2.954 0.548 2.196
H 4.376 0.896 2.929
H 4.600 0.398 -0.308
C -6.183 10.119 1.351
C -4.863 10.079 2.097
O -3.983 9.086 1.582
H -6.673 9.145 1.396
H -6.853 10.867 1.778
H -6.025 10.364 0.298
H -5.023 9.819 3.142
H -4.376 11.060 2.063
H -3.806 9.293 0.658
C -0.154 -4.471 -4.633
C 0.767 -4.308 -3.439
O 0.208 -3.481 -2.430
H -0.395 -3.501 -5.069
H 0.302 -5.092 -5.406
H -1.092 -4.940 -4.325
H 1.699 -3.827 -3.738
H 1.011 -5.293 -3.017
H -0.610 -3.899 -2.133
C 1.207 -7.335 -0.132
C 0.432 -6.036 -0.075
O -0.764 -6.094 -0.861
H 1.476 -7.561 -1.164
H 2.124 -7.268 0.453
H 0.610 -8.167 0.251
H 1.029 -5.219 -0.480
H 0.176 -5.783 0.957
H -1.316 -6.806 -0.516
C -4.221 -4.569 1.491
C -3.049 -4.681 2.447
O -2.114 -5.679 2.040
H -4.736 -5.528 1.408
H -4.933 -3.816 1.830
H -3.876 -4.284 0.494
H -3.387 -4.976 3.439
H -2.541 -3.715 2.535
H -1.799 -5.426 1.163
C -2.558 -6.904 -7.269
C -2.818 -5.422 -7.070
O -1.744 -4.619 -7.546
H -1.636 -7.196 -6.764
H -3.379 -7.503 -6.873
H -2.446 -7.138 -8.331
H -2.913 -5.191 -6.010
H -3.751 -5.129 -7.564
H -1.642 -4.782 -8.489
C -9.588 1.342 -0.587
C -8.540 0.286 -0.295
O -9.086 -0.837 0.397
H -10.050 1.683 0.340
H -9.146 2.200 -1.094
H -10.380 0.937 -1.223
H -7.763 0.692 0.349
H -8.064 -0.050 -1.222
H -9.766 -1.224 -0.163
C 6.669 0.407 5.743
C 6.398 1.790 5.177
O 7.167 2.068 4.013
H 7.725 0.293 5.989
H 6.086 0.228 6.642
H 6.415 -0.360 5.006
H 6.665 2.558 5.902
H 5.333 1.902 4.944
H 6.924 1.423 3.340
C 3.498 -7.578 -4.212
C 4.120 -6.635 -3.199
O 4.240 -7.231 -1.911
H 2.512 -7.900 -3.873
H 3.391 -7.093 -5.183
H 4.115 -8.471 -4.341
H 3.494 -5.754 -3.063
H 5.104 -6.300 -3.546
H 4.800 -8.010 -1.991
C 7.678 2.428 -3.033
C 7.484 3.645 -2.144
O 6.346 3.526 -1.313
H 6.792 2.268 -3.649
H 8.545 2.547 -3.686
H 7.824 1.531 -2.426
H 7.325 4.536 -2.753
H 8.382 3.815 -1.535
H 6.469 2.752 -0.746
C -4.944 0.552 -0.877
C -3.773 0.380 0.075
O -2.833 -0.579 -0.388
H -5.456 -0.400 -1.027
H -5.662 1.282 -0.495
H -4.593 0.898 -1.852
H -4.118 0.023 1.046
H -3.270 1.342 0.227
H -2.502 -0.261 -1.238
C 5.100 -1.120 10.511
C 5.486 -1.565 9.113
O 6.719 -0.995 8.686
H 5.029 -0.033 10.556
H 4.140 -1.546 10.807
H 5.852 -1.436 11.239
H 4.742 -1.236 8.389
H 5.544 -2.657 9.063
H 7.406 -1.279 9.298
C 7.711 -7.753 -0.999
C 7.291 -8.584 0.196
O 7.077 -9.951 -0.152
H 6.957 -7.818 -1.783
H 7.838 -6.705 -0.726
H 8.654 -8.116 -1.417
H 6.343 -8.226 0.595
H 8.040 -8.516 0.993
H 7.905 -10.300 -0.497
C 3.860 5.361 -5.239
C 3.027 6.156 -4.248
O 2.408 5.323 -3.284
H 3.239 4.620 -5.743
H 4.310 6.014 -5.991
H 4.662 4.826 -4.724
H 2.218 6.676 -4.761
H 3.651 6.909 -3.751
H 3.098 4.853 -2.801
C -8.715 3.971 4.917
C -9.035 5.451 4.825
O -8.081 6.165 4.047
H -7.721 3.823 5.341
H -9.443 3.450 5.541
H -8.726 3.511 3.926
H -9.011 5.909 5.814
H -10.038 5.597 4.410
H -8.087 5.794 3.158
```

=====

(4)
Computed, not measured: a structure of composition C23H21N3O5PPdS, with ωB97M-V/def2-TZVPD.

The HOMO-LUMO gap (alpha / beta) comes out at 6.48 / 6.54 eV. The max |F| is 2.674 eV/A. For the HOMO energy (alpha / beta), the calculation gives -4.21 / -4.15 eV. The spin multiplicity is 1. Its energy above the lowest of the compared OMol25 structures with the same formula, charge and spin is 60.46 kcal/mol. The charge is -1.

Geometry as XYZ:
```
55
C23H21N3O5PPdS, DFT ωB97M-V/def2-TZVPD
Pd 1.684 -1.682 -0.785
C -0.038 -2.494 2.911
C 0.820 -2.701 1.696
N 1.781 -1.861 1.352
O 1.776 -0.599 2.005
C 0.724 -3.894 0.918
C -0.166 -5.031 1.350
N 1.428 -3.977 -0.190
O 1.463 -4.966 -0.966
H 0.160 -1.510 3.326
H 0.208 -3.251 3.660
H -1.099 -2.574 2.680
H 2.622 -0.212 1.731
H 0.121 -5.405 2.332
H -0.079 -5.830 0.619
H -1.200 -4.695 1.389
O -0.510 -1.951 -1.407
S -0.143 -1.582 -2.783
O -0.882 -2.286 -3.802
O 1.307 -1.555 -2.998
C -0.641 0.148 -2.959
C -1.117 0.586 -4.182
C -1.532 1.898 -4.333
C -1.453 2.771 -3.257
C -0.955 2.338 -2.042
C -0.542 1.015 -1.883
P 0.100 0.418 -0.268
C -1.398 0.674 0.734
C -1.268 0.779 2.120
C -2.385 0.804 2.933
C -3.654 0.707 2.380
C -3.790 0.575 1.006
C -2.676 0.556 0.189
C 1.117 1.901 0.089
C 0.749 3.006 0.842
C 1.626 4.066 0.985
C 2.872 4.036 0.382
C 3.248 2.930 -0.365
C 2.371 1.874 -0.518
H -1.159 -0.123 -4.995
H -1.907 2.249 -5.285
H -1.784 3.796 -3.363
H -0.890 3.027 -1.210
H -0.277 0.823 2.550
H -2.271 0.882 4.007
H -4.533 0.718 3.012
H -4.775 0.482 0.567
H -2.792 0.433 -0.878
H -0.224 3.040 1.312
H 1.332 4.928 1.566
H 3.548 4.874 0.490
H 4.224 2.889 -0.824
H 2.658 0.996 -1.101
N 4.592 -0.797 -0.174
C 3.602 -1.245 -0.562
```